## a
Entry from the OMol25 dataset: C12H24N2O3 as an isolated structure (the ωB97M-V functional and the def2-TZVPD basis).

```
41
C12H24N2O3 (the ωB97M-V functional and the def2-TZVPD basis)
C -1.60 0.03 -0.13
C -0.25 0.20 0.74
C -2.92 0.75 0.38
C -3.20 2.27 0.49
C -4.18 0.27 -0.46
C -4.90 -1.11 -0.29
C 2.16 0.43 0.35
C 2.24 1.99 0.05
C 3.34 -0.27 -0.64
C 4.77 -0.02 -0.20
C 2.95 -1.63 -0.49
C 2.80 -2.14 0.98
H -1.03 -1.68 -1.16
H -1.32 -1.90 0.62
H -1.22 0.66 -1.10
H -3.19 0.14 1.42
H -2.65 2.79 -0.50
H -4.59 2.47 0.21
H -2.57 2.89 1.38
H -4.97 0.87 -0.04
H -3.90 0.66 -1.43
H -5.72 -1.26 -1.24
H -4.29 -2.12 -0.28
H -5.63 -1.04 0.80
H 0.76 0.11 -1.12
H 1.94 0.19 1.49
H 2.97 0.05 -1.86
H 4.99 -0.78 0.88
H 5.60 -0.32 -1.06
H 4.88 1.18 -0.10
H 3.77 -2.36 -1.13
H 1.87 -1.75 -0.78
H 3.60 -2.21 1.60
H 2.71 -3.19 0.50
H 1.75 -1.89 1.47
H 1.50 3.54 -0.52
N -1.75 -1.42 -0.28
N 0.92 -0.03 -0.08
O -0.04 0.35 1.99
O 3.10 2.81 0.39
O 1.28 2.45 -0.85
```

Values from the calculation:
Charge: 0
HOMO level, eV: -9.32
Multiplicity: 1
Kohn-Sham gap, eV: 9.6

## b
Entry from the OMol25 dataset: a single C12H24N2O3 molecule (the ωB97M-V functional and the def2-TZVPD basis).

```
41
C12H24N2O3 (the ωB97M-V functional and the def2-TZVPD basis)
C -1.57 -1.16 -0.55
C -0.69 -1.29 0.61
C -2.86 -0.40 -0.34
C -3.13 1.00 0.19
C -2.42 2.22 -0.48
C -4.71 1.17 0.27
C 1.46 -0.59 -0.52
C 2.58 -1.52 -0.18
C 1.79 0.82 -0.92
C 2.23 1.93 0.14
C 3.02 3.02 -0.52
C 1.06 2.27 1.01
H -1.13 -3.17 -1.23
H -2.31 -3.04 -0.22
H -1.04 -0.71 -1.43
H -3.62 -1.08 0.06
H -3.26 -0.32 -1.44
H -2.61 0.90 1.30
H -2.59 3.27 0.00
H -2.71 2.28 -1.51
H -1.36 1.95 -0.39
H -5.07 2.18 0.20
H -4.96 0.54 1.15
H -5.19 0.72 -0.60
H 0.92 -1.04 1.48
H 1.07 -1.02 -1.40
H 0.86 1.23 -1.44
H 2.49 0.82 -1.74
H 2.88 1.46 0.84
H 3.69 3.43 0.21
H 3.64 2.74 -1.39
H 2.40 3.84 -0.79
H 0.76 1.34 1.60
H 0.18 2.63 0.52
H 1.47 2.92 1.70
H 3.42 0.07 0.67
N -1.96 -2.50 -1.01
N 0.56 -0.76 0.57
O -1.07 -1.87 1.61
O 2.62 -2.69 -0.41
O 3.60 -0.95 0.64
```

Values from the calculation:
Charge: 0
HOMO level, eV: -9.65
SMILES: CC(C)C[C@H](NC(=O)[C@@H](N)CC(C)C)C(=O)O
Multiplicity: 1
Kohn-Sham gap, eV: 10.2

Which is less stable than every other structure shown? a is.